Entry from the Open Molecules 2025 dataset: a cluster of 2 separate species, C10H12F8NO4 in total (ωB97M-V with the def2-TZVPD basis set).

Output
Net charge ... +1
Highest occupied orbital energy ... -14.2 eV
2S+1 ... 1
HOMO-LUMO gap ... 11.7 eV

Last column: Löwdin charge in e.
CARTESIAN COORDINATES (ANGSTROEM)
F  -3.319  0.480  2.876  0.177
C  -3.996  -0.096  1.875  -0.542
F  -3.967  -1.418  2.038  0.190
F  -5.242  0.329  1.901  0.223
C  -3.372  0.307  0.488  -0.315
F  -3.020  1.613  0.524  0.164
F  -4.334  0.126  -0.424  0.187
C  -2.133  -0.477  -0.086  -0.395
F  -2.257  -1.787  0.079  0.194
F  -2.113  -0.212  -1.403  0.180
N  -0.768  -0.028  0.360  0.053
C  0.318  -1.023  -0.016  -0.039
C  0.590  -2.105  1.037  -0.151
O  0.609  -1.640  2.370  -0.094
C  -0.575  -0.914  2.654  -0.149
C  -0.538  0.342  1.801  -0.040
H  -0.583  0.814  -0.199  0.186
H  1.203  -0.423  -0.210  0.108
H  0.023  -1.514  -0.943  0.148
H  -0.131  -2.924  0.940  0.133
H  1.577  -2.518  0.830  0.146
H  -0.571  -0.639  3.705  0.151
H  -1.423  -1.560  2.421  0.123
H  -1.152  1.171  2.126  0.134
H  0.501  0.679  1.823  0.155
C  3.731  0.491  -3.107  -0.023
C  4.026  1.978  -3.118  -0.294
O  2.942  2.500  -2.348  0.159
C  2.521  1.540  -1.513  -0.554
O  1.796  1.717  -0.580  0.144
O  3.032  0.340  -1.856  0.064
F  3.985  2.502  -4.354  0.103
H  3.064  0.223  -3.927  0.149
H  4.616  -0.136  -3.127  0.146
H  4.963  2.263  -2.637  0.180

Entry from the Open Molecules 2025 dataset: a structure of composition C35H51Cl5N8O2PSn (ωB97M-V with the def2-TZVPD basis set).

Output
Net charge ... +1
Highest occupied orbital energy ... -10.2 eV
2S+1 ... 1
HOMO-LUMO gap ... 8.1 eV
Relative energy (zero: lowest compared OMol25 entry of this formula, charge and spin) ... 0.0 kcal/mol

Last column: Löwdin charge in e.
CARTESIAN COORDINATES (ANGSTROEM)
Sn  -0.157  -1.235  1.581  1.149
Cl  -2.210  -2.248  3.892  0.632
C  -0.653  -3.004  4.120  -0.712
C  0.389  -2.649  3.273  -0.388
C  1.608  -3.267  3.517  -0.709
Cl  2.974  -2.868  2.514  0.715
C  1.794  -4.204  4.532  -0.725
Cl  3.322  -4.952  4.778  0.699
C  0.716  -4.547  5.346  -0.710
Cl  0.912  -5.710  6.591  0.709
C  -0.522  -3.939  5.145  -0.712
Cl  -1.854  -4.347  6.149  0.702
N  1.361  0.202  2.755  -0.026
C  2.169  0.938  1.779  -0.298
C  3.474  1.440  2.410  -0.125
C  4.351  2.405  1.611  -0.161
C  3.619  3.604  1.014  -0.160
N  2.936  3.189  -0.208  0.097
C  2.206  3.978  -0.964  -0.442
N  1.603  3.492  -2.052  0.231
N  2.071  5.278  -0.666  0.213
C  2.338  0.096  0.502  -0.598
O  3.060  0.552  -0.398  0.013
O  1.675  -0.982  0.412  -0.227
H  0.828  0.840  3.340  0.073
H  1.943  -0.398  3.333  0.075
H  1.568  1.797  1.468  0.119
H  4.080  0.573  2.693  0.127
H  3.185  1.934  3.344  0.122
H  4.870  1.881  0.808  0.120
H  5.119  2.785  2.286  0.122
H  4.341  4.389  0.777  0.129
H  2.896  4.011  1.733  0.122
H  3.018  2.176  -0.442  0.096
H  1.638  2.505  -2.275  0.094
H  1.037  4.078  -2.638  0.115
H  2.419  5.639  0.204  0.106
H  1.446  5.864  -1.191  0.125
C  -2.151  3.461  -2.439  -0.126
C  -3.056  2.245  -2.676  -0.705
C  -3.465  2.264  -4.151  -0.089
C  -4.307  2.397  -1.803  -0.106
P  -2.067  0.799  -1.980  1.143
C  -0.705  0.532  -3.187  -0.368
C  0.553  0.327  -2.615  -0.146
C  1.674  0.051  -3.389  -0.079
C  1.551  -0.015  -4.771  -0.074
C  0.306  0.168  -5.358  -0.069
C  -0.811  0.427  -4.575  -0.089
C  -3.054  -0.801  -2.103  -0.701
C  -2.023  -1.938  -2.085  -0.111
C  -3.959  -0.977  -3.319  -0.086
C  -3.890  -0.908  -0.820  -0.111
H  -2.670  4.374  -2.743  0.091
H  -1.234  3.379  -3.030  0.059
H  -1.885  3.549  -1.385  0.041
H  -4.111  3.130  -4.323  0.089
H  -4.018  1.379  -4.456  0.062
H  -2.600  2.377  -4.805  0.067
H  -4.773  3.367  -2.001  0.088
H  -4.067  2.347  -0.738  0.077
H  -5.047  1.628  -2.023  0.068
H  0.648  0.342  -1.535  0.067
H  2.623  -0.131  -2.899  0.101
H  2.415  -0.229  -5.386  0.106
H  0.200  0.095  -6.433  0.108
H  -1.771  0.531  -5.060  0.084
H  -1.480  -2.011  -3.027  0.082
H  -2.542  -2.885  -1.914  0.089
H  -1.290  -1.812  -1.283  0.023
H  -3.409  -0.889  -4.257  0.072
H  -4.781  -0.260  -3.326  0.068
H  -4.402  -1.977  -3.293  0.090
H  -3.255  -0.845  0.066  0.047
H  -4.406  -1.872  -0.804  0.088
H  -4.647  -0.127  -0.750  0.062
C  1.686  -6.347  -0.630  -0.029
C  0.587  -6.055  0.398  -0.576
C  1.050  -6.441  1.810  -0.027
C  -0.713  -6.782  0.035  -0.032
C  0.322  -4.608  0.392  -0.106
N  0.117  -3.479  0.386  0.158
H  1.899  -7.416  -0.622  0.095
H  2.603  -5.810  -0.387  0.093
H  1.371  -6.065  -1.635  0.094
H  1.216  -7.519  1.842  0.100
H  0.297  -6.187  2.557  0.093
H  1.984  -5.942  2.068  0.074
H  -0.526  -7.856  0.035  0.095
H  -1.063  -6.493  -0.956  0.092
H  -1.499  -6.569  0.759  0.094
N  0.364  5.958  4.151  0.134
C  -0.020  4.976  3.284  -0.381
C  -0.141  3.633  3.702  -0.078
N  -0.460  2.671  2.863  0.064
C  -0.706  3.011  1.588  -0.144
C  -0.577  4.324  1.187  -0.141
N  -0.218  5.308  2.014  0.121
H  0.256  5.798  5.138  0.100
H  0.216  6.904  3.840  0.102
H  0.051  3.361  4.735  0.117
H  -0.993  2.228  0.893  0.078
H  -0.764  4.605  0.158  0.084

Entry from the Open Molecules 2025 dataset: a structure of composition C28H28BrIN14SiTi (ωB97M-V with the def2-TZVPD basis set).

Output
Highest occupied orbital energy ... -8.9 eV
2S+1 ... 1
HOMO-LUMO gap ... 7.8 eV
Relative energy (zero: lowest compared OMol25 entry of this formula, charge and spin) ... 12.9 kcal/mol

Last column: Löwdin charge in e.
CARTESIAN COORDINATES (ANGSTROEM)
Ti  -0.728  0.466  -0.145  1.108
N  -3.314  2.779  0.350  0.173
C  -2.218  2.826  1.164  -0.439
N  -2.083  3.673  2.155  0.070
N  -0.876  3.376  2.692  -0.030
N  -0.317  2.418  2.067  -0.059
N  -1.145  2.019  1.046  -0.082
C  -3.579  1.681  -0.429  -0.448
N  -4.731  1.437  -1.004  0.068
N  -4.540  0.247  -1.625  -0.033
N  -3.353  -0.186  -1.445  -0.016
N  -2.679  0.725  -0.674  -0.081
H  -4.094  3.364  0.606  0.155
C  -2.183  1.660  -3.597  -0.019
C  -1.445  0.376  -3.379  -0.322
C  -1.479  -0.662  -4.276  -0.018
C  -0.787  -1.841  -3.981  -0.022
C  -0.020  -1.940  -2.847  -0.028
C  0.054  -0.816  -2.008  -0.471
N  -0.678  0.287  -2.270  0.016
N  0.778  -0.650  -0.849  -0.117
Si  2.348  -1.461  -0.736  0.422
C  3.065  -1.479  -2.472  -0.159
C  3.589  -0.515  0.276  -0.156
C  2.235  -3.187  -0.083  -0.161
H  -1.967  2.054  -4.591  0.089
H  -1.895  2.401  -2.854  0.079
H  -3.259  1.496  -3.530  0.077
H  -2.056  -0.569  -5.185  0.121
H  -0.865  -2.689  -4.651  0.118
H  0.503  -2.849  -2.588  0.104
H  2.699  -0.639  -3.069  0.028
H  2.834  -2.393  -3.023  0.031
H  4.152  -1.396  -2.413  0.034
H  3.578  0.560  0.071  0.022
H  4.578  -0.892  -0.002  0.042
H  3.471  -0.668  1.346  0.017
H  1.711  -3.867  -0.760  0.030
H  1.711  -3.204  0.875  -0.024
H  3.242  -3.584  0.073  0.043
N  -5.241  -4.403  3.115  0.152
C  -4.451  -3.694  2.678  -0.178
C  -3.458  -2.800  2.128  -0.244
C  -3.187  -1.588  2.760  -0.037
C  -2.280  -0.709  2.196  -0.119
C  -1.619  -1.015  1.003  -0.250
C  -1.883  -2.248  0.407  -0.123
C  -2.791  -3.136  0.956  -0.039
H  -3.698  -1.336  3.680  0.123
H  -2.084  0.224  2.711  0.097
H  -1.380  -2.535  -0.509  0.091
H  -2.997  -4.083  0.474  0.123
Br  0.106  -3.188  3.243  0.834
C  0.855  -1.469  3.525  -0.714
C  1.115  -1.104  4.835  -0.110
C  1.703  0.131  5.056  -0.051
C  2.030  0.918  3.969  -0.050
C  1.729  0.443  2.707  -0.182
N  1.123  -0.724  2.463  0.057
H  0.868  -1.773  5.645  0.098
H  1.907  0.463  6.066  0.114
H  2.492  1.889  4.087  0.107
H  2.005  1.019  1.835  0.071
I  4.206  4.311  1.291  0.904
C  3.134  3.442  -0.261  -0.730
C  3.684  3.285  -1.519  -0.127
C  2.902  2.680  -2.491  -0.044
C  1.636  2.235  -2.158  -0.136
N  1.104  2.368  -0.937  0.056
C  1.845  2.989  -0.015  -0.228
H  4.687  3.624  -1.739  0.104
H  3.273  2.547  -3.498  0.113
H  1.017  1.750  -2.898  0.100
H  1.394  3.127  0.958  0.060

Entry from the Open Molecules 2025 dataset: a cluster of 2 separate species, C18H20N6O3S in total at a distorted geometry (ωB97M-V with the def2-TZVPD basis set).

Output
Highest occupied orbital energy ... -7.9 eV
2S+1 ... 1
HOMO-LUMO gap ... 6.4 eV
Relative energy (zero: lowest compared OMol25 entry of this formula, charge and spin) ... 120.2 kcal/mol
SMILES ... CC(C)[C@H]1CCN2C(=N1)Sc1ccccc12.COc1ncc2c(no[n+]2[O-])n1

Last column: Löwdin charge in e.
CARTESIAN COORDINATES (ANGSTROEM)
C  1.991  -1.295  3.791  -0.091
C  1.625  0.080  3.266  -0.412
C  2.259  1.199  4.082  -0.074
C  0.099  0.226  3.201  -0.336
C  -0.241  1.553  2.560  -0.149
C  -1.652  1.582  2.039  -0.123
N  -1.846  0.416  1.178  -0.050
C  -1.284  -0.790  1.543  -0.574
N  -0.497  -0.965  2.545  0.075
S  -1.817  -2.028  0.375  1.072
C  -2.981  -0.929  -0.318  -0.477
C  -3.926  -1.146  -1.322  -0.080
C  -4.761  -0.083  -1.708  -0.092
C  -4.670  1.178  -1.096  -0.080
C  -3.727  1.394  -0.080  -0.017
C  -2.894  0.337  0.265  -0.248
H  1.611  -1.456  4.807  0.050
H  1.542  -2.062  3.151  0.069
H  3.079  -1.422  3.802  0.079
H  1.995  0.164  2.227  0.143
H  1.824  1.235  5.089  0.089
H  3.335  1.025  4.178  0.079
H  2.126  2.179  3.612  0.071
H  -0.288  0.222  4.245  0.153
H  -0.108  2.341  3.309  0.122
H  0.467  1.769  1.741  0.135
H  -2.368  1.545  2.875  0.145
H  -1.828  2.482  1.448  0.117
H  -3.982  -2.122  -1.788  0.106
H  -5.491  -0.232  -2.501  0.100
H  -5.318  1.996  -1.405  0.102
H  -3.637  2.361  0.423  0.106
C  3.053  -3.704  7.123  -0.046
O  1.999  -3.464  8.084  -0.027
C  0.793  -3.263  7.553  -0.395
N  0.719  -3.148  6.219  0.142
C  -0.485  -3.077  5.629  0.026
C  -1.576  -3.096  6.491  -0.100
C  -1.402  -3.090  7.937  -0.285
N  -2.603  -2.896  8.598  0.109
O  -3.542  -2.786  7.614  0.005
N  -2.899  -2.910  6.238  -0.129
O  -3.633  -2.847  5.274  0.085
N  -0.202  -3.210  8.459  0.208
H  3.932  -3.810  7.752  0.090
H  2.870  -4.630  6.567  0.096
H  3.163  -2.862  6.432  0.080
H  -0.643  -3.026  4.550  0.130

Entry from the Open Molecules 2025 dataset: an isolated molecule of C5H10 at a distorted geometry (ωB97M-V with the def2-TZVPD basis set).

Output
Highest occupied orbital energy ... -9.3 eV
2S+1 ... 1
HOMO-LUMO gap ... 10.4 eV
Relative energy (zero: lowest compared OMol25 entry of this formula, charge and spin) ... 20.4 kcal/mol
SMILES ... C=C(C)CC

Last column: Löwdin charge in e.
CARTESIAN COORDINATES (ANGSTROEM)
C  -0.700  -1.116  -1.483  0.031
C  -0.404  -0.468  -0.365  -0.393
C  -0.743  -1.020  0.986  -0.071
C  0.076  0.964  -0.357  -0.226
C  1.360  1.229  0.446  -0.107
H  -1.181  -2.094  -1.400  0.063
H  -0.571  -0.745  -2.498  0.059
H  -0.588  -2.104  1.068  0.081
H  -0.035  -0.608  1.707  0.068
H  -1.795  -0.894  1.227  0.084
H  -0.693  1.625  0.040  0.110
H  0.143  1.275  -1.396  0.098
H  1.926  0.352  0.770  0.071
H  2.092  1.834  -0.100  0.068
H  1.112  1.770  1.356  0.065

Entry from the Open Molecules 2025 dataset: a structure of composition C12H19Cl2F3O3S3Sc (ωB97M-V with the def2-TZVPD basis set).

Output
Net charge ... -1
Highest occupied orbital energy ... -2.5 eV
2S+1 ... 1
HOMO-LUMO gap ... 4.7 eV
Relative energy (zero: lowest compared OMol25 entry of this formula, charge and spin) ... 0.0 kcal/mol

Last column: Löwdin charge in e.
CARTESIAN COORDINATES (ANGSTROEM)
Sc  0.237  0.640  -1.717  0.840
C  0.333  2.282  1.340  -0.520
C  1.288  1.498  2.246  -0.503
S  1.703  -0.200  1.731  0.869
C  1.368  -1.111  3.253  -0.552
C  -0.085  -1.251  3.710  -0.539
S  -1.224  -1.723  2.380  0.851
C  -2.451  -0.401  2.501  -0.549
C  -1.924  1.024  2.418  -0.518
S  -1.211  1.487  0.819  0.882
H  0.115  3.243  1.815  0.081
H  0.827  2.532  0.398  0.052
H  2.215  2.073  2.297  0.076
H  0.896  1.448  3.263  0.060
H  1.773  -2.101  3.033  0.068
H  1.966  -0.704  4.073  0.074
H  -0.132  -2.002  4.501  0.066
H  -0.438  -0.319  4.149  0.055
H  -3.139  -0.595  1.676  0.069
H  -3.018  -0.510  3.429  0.072
H  -2.752  1.708  2.615  0.074
H  -1.175  1.210  3.183  0.047
F  -0.376  4.076  -3.360  0.004
C  0.182  3.164  -2.555  -0.266
F  0.674  2.194  -3.501  -0.111
F  -1.086  2.325  -2.171  -0.255
C  -1.275  -0.342  -4.202  -0.133
O  -0.309  -0.676  -3.220  -0.374
C  -0.750  -1.049  -1.799  -0.329
C  -1.927  -1.966  -1.830  -0.202
H  -1.952  0.453  -3.863  0.085
H  -1.854  -1.228  -4.475  0.079
H  -0.726  0.004  -5.078  0.087
H  -1.721  -2.945  -2.296  0.061
H  -2.816  -1.553  -2.330  0.051
H  -2.211  -2.172  -0.793  0.041
Cl  3.039  -2.842  -2.928  0.584
C  2.858  -1.781  -1.527  -1.010
Cl  4.086  -2.189  -0.280  0.540
C  3.039  -0.280  -1.885  -0.771
O  3.811  0.049  -2.756  0.040
O  2.273  0.475  -1.162  -0.202
H  1.872  -1.945  -1.100  0.026